No. 1
Entry from the OMol25 dataset: 2 unconnected molecules or ions with the total composition C9H14 (the ωB97M-V functional and the def2-TZVPD basis).

Calculated values
- Spin multiplicity: 1
- SMILES: Cc1ccccc1.CC
- Energy relative to the best compared isomer or geometry (same formula, charge and spin): 12.7 kcal/mol
- E: -351.3099 Eh
- E_HOMO: -9.0532 eV
- Net charge: 0

XYZ file:
```
23
Properties=species:S:1:pos:R:3:forces:R:3
C 0.1767 -0.4195 -1.1936 0.057 -0.772 -0.508
C 0.5739 2.3494 1.2896 0.410 -1.534 0.488
C 0.1580 1.5215 2.5009 -0.484 0.992 1.338
H 0.1995 0.4520 2.4434 0.000 -0.509 -0.580
H 0.1182 1.9548 0.3908 0.118 -0.123 -0.298
C -0.7625 -0.9467 -2.0679 -0.405 -0.476 0.626
C 0.2605 -0.9828 0.0868 0.850 0.663 -0.504
H -2.2123 -3.2425 -0.0042 -0.094 -0.170 -0.241
H -0.8468 1.7991 2.8324 -0.165 -0.239 -0.278
C -1.5440 -2.4849 -0.3846 0.285 0.111 0.255
C -0.5056 -2.0588 0.4559 -1.512 -0.072 0.046
H -2.3568 -2.2321 -2.4147 -0.374 -0.362 0.474
H 0.2405 3.3466 1.3922 -0.211 1.176 0.198
H 0.9824 1.5298 -1.8537 -0.368 -0.104 -0.503
H -0.4928 -2.5572 1.4155 0.556 0.283 0.188
H 1.6619 2.3269 1.2393 0.008 0.139 -0.481
H -0.7810 -0.6988 -3.1176 0.028 0.420 -0.083
H 0.7471 1.7532 3.3958 0.268 0.197 -0.239
H 1.6551 0.0264 -2.6387 -0.213 0.310 -0.509
C 1.2486 0.4795 -1.7423 0.742 0.233 0.844
H 1.0308 -0.5335 0.6951 0.070 -0.382 0.436
H 2.1221 0.5384 -1.0872 -0.146 -0.227 0.312
C -1.6737 -1.9210 -1.6334 0.577 0.445 -0.980
```
Forces are in eV/Å.

***

No. 2
Entry from the OMol25 dataset: a molecular structure, C9H9NO4PdS4Sb (the ωB97M-V functional and the def2-TZVPD basis).

Calculated values
- Spin multiplicity: 6
- E: -2664.8275 Eh
- E_HOMO (alpha / beta): -6.9537 / -9.2081 eV
- Net charge: 0

XYZ file:
```
29
Properties=species:S:1:pos:R:3:forces:R:3
H 1.3927 1.7358 0.7338 -0.169 0.628 0.183
S -3.4862 4.9534 0.4448 0.244 0.351 -0.176
O -4.3706 -5.6327 1.3710 0.482 0.182 -0.028
Pd -1.7196 3.4252 -0.0500 0.138 -0.701 0.283
C 1.6818 -2.0109 0.0226 -1.225 -1.136 0.996
H -2.6792 1.2656 -1.8755 0.283 -0.106 0.265
H 3.8279 -2.8379 -1.0575 -0.083 -1.004 -0.032
C -3.4788 -4.9968 0.9754 -1.530 -0.773 0.365
C 2.5336 0.1646 -0.0359 2.397 -0.085 -1.203
H 4.7389 -1.4197 -0.8047 1.315 0.690 -0.074
H 3.3594 0.8624 -0.1945 -0.034 -0.296 -0.261
C 0.5151 -1.5318 0.6430 0.471 0.633 0.283
O -2.0970 -0.3327 1.7117 -0.262 -0.571 0.100
C 3.8198 -1.7826 -1.1680 -1.275 0.843 -0.756
O -2.6313 -4.3540 0.5485 1.072 0.611 -0.338
C 1.4361 0.6951 0.5192 -2.240 -1.534 0.704
C 0.3405 -0.1855 0.8521 1.566 1.557 -0.889
S -2.2875 4.5816 -2.1489 0.036 0.116 0.169
H 3.5866 -1.5260 -2.2227 0.819 -0.185 0.405
H -1.7437 -0.2168 -1.2526 0.221 -2.424 -0.553
Sb -1.5934 6.2880 -0.5358 -1.046 0.228 -0.306
H -0.1504 -2.2251 1.0913 -0.878 -0.514 -0.084
O -0.7647 1.6409 2.3224 -0.172 0.438 -0.821
H 1.7383 -3.1067 0.0303 0.307 0.424 -0.542
S -1.1262 0.6476 1.3402 -0.183 -1.030 0.735
S 0.0282 4.9347 0.3816 0.819 -0.310 0.374
C -1.9468 0.7874 -1.2271 -0.300 1.520 0.584
N -1.6144 1.3745 -0.0155 -0.014 1.952 -0.243
C 2.6908 -1.1979 -0.3993 -0.760 0.496 0.862
```
Forces are in eV/Å.

***

No. 3
Entry from the OMol25 dataset: C6H10 in the gas phase (the ωB97M-V functional and the def2-TZVPD basis).

Calculated values
- Spin multiplicity: 1
- Energy relative to the best compared isomer or geometry (same formula, charge and spin): 111.5 kcal/mol
- E: -234.4249 Eh
- E_HOMO: -7.8951 eV
- Net charge: 0

XYZ file:
```
16
Properties=species:S:1:pos:R:3:forces:R:3
C 2.1270 -0.2138 -1.0449 0.347 -0.015 -0.235
C -0.3374 -0.3352 -0.5573 0.141 -0.252 -0.324
C -1.5192 0.3180 0.0712 0.226 1.975 0.339
C -1.8614 -0.3934 2.5021 -0.133 0.038 1.075
H -1.4698 1.2699 1.2254 0.595 -0.781 -1.956
C -1.9261 0.0268 1.3391 -0.457 -0.975 0.809
H -2.1284 0.9878 -0.4937 -0.357 0.184 -0.589
H 2.3303 -1.2071 -0.6334 -0.174 0.095 0.092
C 0.9339 0.4619 -0.4046 0.172 0.309 0.253
H -0.5521 -0.4476 -1.6203 -0.046 -0.069 -0.147
H 0.7575 1.4602 -0.8142 0.219 0.011 -0.084
H 3.0333 0.3753 -0.9085 0.028 0.040 0.000
H -0.1507 -1.3344 -0.1539 -0.348 0.024 0.126
H 1.9841 -0.3409 -2.1193 -0.043 0.018 -0.045
H 1.1082 0.5986 0.6628 0.098 0.050 0.125
H -2.3292 -1.2261 2.9495 -0.271 -0.654 0.561
```
Forces are in eV/Å.

***

Which max |F| belongs to each record? In order, 1.73; 2.80; 2.19 eV/Å.